{"formula": "C3H35O15Y", "method": "ωB97M-V with the def2-TZVPD basis set", "species": ["Y", "C", "C", "C", "O", "H", "H", "H", "H", "H", "H", "H", "O", "H", "H", "O", "H", "H", "O", "H", "H", "O", "H", "H", "O", "H", "H", "O", "H", "H", "O", "H", "H", "O", "H", "H", "O", "H", "H", "O", "H", "H", "O", "H", "H", "O", "H", "H", "O", "H", "H", "O", "H", "H"], "coordinates": [[-2.60, 1.99, 0.72], [0.85, 0.37, -0.11], [-0.33, -0.60, -0.07], [-0.13, -1.62, 1.04], [-1.56, 0.08, -0.04], [0.94, 0.82, 0.88], [0.69, 1.14, -0.87], [1.81, -0.05, -0.41], [-0.24, -1.09, -1.05], [-0.99, -2.27, 1.18], [0.09, -1.14, 2.00], [0.65, -2.34, 0.80], [-2.03, -5.30, 1.81], [-1.76, -6.23, 1.76], [-1.74, -4.91, 0.97], [3.12, 2.26, -0.99], [3.17, 1.97, -0.06], [3.17, 1.45, -1.50], [-2.21, -1.20, -3.13], [-1.94, -0.74, -2.33], [-3.18, -1.22, -3.10], [-0.37, 0.91, -4.12], [-0.88, 0.08, -4.05], [0.45, 0.77, -3.59], [0.67, 1.75, 3.71], [0.78, 2.01, 4.63], [1.38, 1.11, 3.55], [-3.80, 1.24, -1.44], [-4.33, 0.43, -1.32], [-4.15, 1.64, -2.25], [-0.51, 2.87, 1.58], [0.04, 2.53, 2.34], [0.08, 3.45, 1.07], [3.18, 1.56, 1.69], [2.97, 2.31, 2.27], [3.15, 0.77, 2.26], [-0.99, -3.58, 3.93], [-1.28, -4.30, 3.34], [-0.29, -3.14, 3.43], [-1.51, 3.24, -1.07], [-0.59, 3.11, -1.43], [-2.02, 3.62, -1.80], [2.21, 0.31, -3.39], [2.45, -0.62, -3.46], [3.01, 0.79, -3.68], [0.96, 3.42, -2.56], [0.18, 3.36, -3.12], [1.42, 2.57, -2.69], [2.72, -0.59, 3.54], [3.60, -0.46, 3.93], [2.33, -1.32, 4.04], [-1.92, -3.99, -0.98], [-1.88, -3.03, -1.01], [-2.86, -4.19, -0.85]], "total_charge": 2, "mol_weight_g_mol": 400.2, "total_energy_ev": -35421.562}

{"formula": "C2H6N4", "method": "ωB97M-V with the def2-TZVPD basis set", "species": ["C", "C", "N", "N", "N", "N", "H", "H", "H", "H", "H", "H"], "coordinates": [[0.74, -0.86, -0.29], [-1.70, -0.42, -0.10], [-0.14, 1.06, 0.66], [3.48, -0.35, -0.43], [3.95, 0.41, 0.23], [-0.32, -0.12, -0.12], [0.36, -1.67, -1.04], [-2.26, 0.56, -0.32], [-2.08, -0.62, 1.00], [-2.15, -1.18, -0.71], [-0.77, 1.79, 0.30], [0.89, 1.39, 0.82]], "total_charge": 0, "mol_weight_g_mol": 86.1, "total_energy_ev": -8128.413}

{"formula": "C21H61N13O27P2", "method": "ωB97M-V with the def2-TZVPD basis set", "species": ["C", "C", "C", "C", "C", "P", "C", "C", "C", "C", "N", "P", "O", "O", "O", "H", "H", "H", "H", "H", "H", "H", "H", "H", "H", "H", "H", "H", "H", "H", "H", "H", "H", "H", "H", "H", "H", "H", "H", "H", "C", "N", "O", "O", "H", "H", "H", "C", "N", "O", "O", "H", "H", "H", "C", "N", "O", "O", "H", "H", "H", "C", "N", "O", "O", "H", "H", "H", "C", "N", "O", "O", "H", "H", "H", "C", "N", "O", "O", "H", "H", "H", "C", "N", "O", "O", "H", "H", "H", "C", "N", "O", "O", "H", "H", "H", "C", "N", "O", "O", "H", "H", "H", "C", "N", "O", "O", "H", "H", "H", "C", "N", "O", "O", "H", "H", "H", "C", "N", "O", "O", "H", "H", "H"], "coordinates": [[-3.08, -3.53, -0.52], [-3.05, -2.75, 0.86], [-1.62, -2.92, 1.44], [-1.44, -2.68, 2.98], [-2.71, -2.99, 3.84], [-0.58, -1.03, 3.30], [-0.35, 0.16, 1.83], [0.07, -0.49, 5.00], [-0.16, -1.57, 6.12], [1.13, -1.89, 2.97], [2.21, -0.97, 2.56], [-2.45, 0.09, 3.79], [-2.94, -0.07, 5.23], [-2.04, 1.74, 3.67], [-3.69, -0.07, 2.67], [-4.03, -4.10, -0.57], [-2.27, -4.27, -0.60], [-3.05, -2.85, -1.38], [-3.85, -3.19, 1.46], [-3.23, -1.70, 0.59], [-1.32, -3.97, 1.25], [-0.93, -2.32, 0.82], [-0.70, -3.44, 3.30], [-2.80, -4.11, 3.88], [-3.66, -2.61, 3.45], [-2.51, -2.69, 4.89], [0.11, -0.39, 1.00], [0.29, 0.99, 2.15], [-1.32, 0.53, 1.46], [1.16, -0.28, 4.97], [-0.39, 0.45, 5.35], [-0.40, -2.57, 5.74], [-0.93, -1.20, 6.81], [0.77, -1.65, 6.72], [1.07, -2.69, 2.22], [1.45, -2.31, 3.95], [2.17, -0.08, 3.04], [2.27, -0.85, 1.56], [-2.36, 2.05, 2.82], [-4.45, -0.40, 3.16], [-0.92, 5.28, 2.24], [-0.23, 4.19, 1.50], [-0.89, 3.23, 1.17], [0.94, 4.34, 1.26], [-1.95, 5.01, 2.38], [-0.42, 5.39, 3.20], [-0.83, 6.19, 1.65], [5.09, 1.17, 0.29], [4.42, 0.04, -0.40], [3.43, -0.43, 0.12], [4.92, -0.35, -1.43], [4.54, 1.40, 1.20], [6.10, 0.86, 0.53], [5.09, 2.02, -0.39], [-6.27, -5.34, 3.26], [-4.80, -5.57, 3.26], [-4.24, -5.62, 4.33], [-4.27, -5.70, 2.18], [-6.60, -5.24, 4.29], [-6.45, -4.42, 2.71], [-6.74, -6.19, 2.78], [2.75, 0.24, -3.68], [2.38, -0.15, -5.06], [1.21, -0.36, -5.30], [3.27, -0.23, -5.88], [1.85, 0.27, -3.08], [3.44, -0.51, -3.30], [3.21, 1.22, -3.73], [0.28, -0.78, -8.28], [-0.28, -1.30, -9.56], [0.43, -2.01, -10.23], [-1.41, -0.96, -9.84], [1.29, -1.16, -8.16], [0.28, 0.30, -8.33], [-0.36, -1.14, -7.47], [3.19, 2.22, -8.73], [2.04, 3.04, -8.29], [0.93, 2.67, -8.60], [2.28, 4.03, -7.64], [2.82, 1.38, -9.30], [3.83, 2.85, -9.35], [3.71, 1.89, -7.84], [0.47, -7.87, 1.04], [0.26, -6.42, 1.21], [-0.08, -6.03, 2.31], [0.44, -5.71, 0.24], [0.28, -8.37, 1.98], [-0.21, -8.21, 0.27], [1.51, -8.01, 0.73], [-1.40, 4.34, -2.10], [-1.58, 5.80, -1.90], [-1.88, 6.18, -0.79], [-1.42, 6.51, -2.86], [-1.58, 3.83, -1.15], [-2.11, 4.02, -2.85], [-0.38, 4.18, -2.44], [6.63, -0.18, -7.11], [6.77, 1.22, -7.58], [5.78, 1.92, -7.50], [7.84, 1.56, -8.01], [5.61, -0.32, -6.77], [6.85, -0.83, -7.95], [7.34, -0.33, -6.30], [-0.95, -5.93, 6.08], [-0.05, -6.21, 7.22], [1.07, -5.76, 7.18], [-0.51, -6.86, 8.13], [-0.42, -5.34, 5.34], [-1.25, -6.89, 5.65], [-1.81, -5.39, 6.46], [1.69, 8.22, -2.58], [2.62, 7.91, -1.46], [3.75, 8.33, -1.53], [2.17, 7.25, -0.55], [2.22, 8.81, -3.32], [1.36, 7.28, -3.00], [0.85, 8.78, -2.17], [-4.45, 6.74, 3.86], [-3.18, 7.46, 4.12], [-2.15, 6.87, 3.90], [-3.27, 8.59, 4.52], [-4.22, 5.74, 3.50], [-5.00, 6.69, 4.80], [-5.01, 7.30, 3.11]], "total_charge": 0, "mol_weight_g_mol": 989.7, "total_energy_ev": -115964.356}